[1]
Density functional theory data (ωB97M-V with the def2-TZVPD basis set) for the molecule C27H30N4O5 in a non-equilibrium geometry.

Atoms and positions in Å:
C1 -0.9164 6.5476 2.9950
H1 -0.2555 7.3657 3.2764
O1 -0.0779 5.5471 2.4665
C2 -0.6395 4.3880 2.0365
C3 -2.0004 4.0997 2.0547
C4 -2.4528 2.8783 1.5835
C5 -1.5752 1.9304 1.0951
C6 -0.2155 2.2224 1.0707
C7 0.2518 3.4366 1.5393
H2 1.3049 3.6710 1.5325
N1 0.7153 1.2470 0.6113
C8 0.7465 0.7896 -0.6526
O2 1.3995 -0.1881 -0.9966
C9 -0.0439 1.5716 -1.7026
N2 -0.5478 0.6584 -2.6965
C10 -1.8262 0.2023 -2.6248
O3 -2.6704 0.6873 -1.8938
C11 -2.1166 -0.9097 -3.5405
C12 -3.2926 -1.5825 -3.7532
C13 -3.0075 -2.5807 -4.7086
C14 -1.6842 -2.4458 -5.0063
O4 -1.1360 -1.4433 -4.3089
H3 -1.0423 -2.9861 -5.6743
H4 -3.6886 -3.2989 -5.1160
H5 -4.2289 -1.3746 -3.2791
H6 0.1385 0.0893 -3.1714
H7 -0.8952 2.0989 -1.2730
H8 0.6354 2.2906 -2.1737
C15 1.5440 0.6307 1.6539
C16 2.9666 0.4175 1.1983
C17 3.7088 -0.6807 1.6157
C18 5.0232 -0.7953 1.1901
N3 5.6188 0.0858 0.4070
C19 4.9174 1.1375 0.0218
C20 3.6011 1.3562 0.3909
H9 3.0780 2.2368 0.0486
H10 5.4401 1.8416 -0.6125
H11 5.6308 -1.6388 1.4909
H12 3.2761 -1.4280 2.2619
H13 1.5551 1.3341 2.4960
C21 0.8538 -0.6509 2.1828
O5 0.4133 -0.7063 3.3128
N4 0.7955 -1.6361 1.2825
H14 1.1609 -1.4624 0.3521
C22 0.0759 -2.8727 1.5111
C23 0.6936 -3.9905 0.6711
C24 0.4459 -3.7824 -0.8227
C25 -1.0469 -3.6442 -1.1062
C26 -1.6265 -2.4792 -0.3110
C27 -1.4136 -2.7036 1.1826
H15 -1.9450 -3.6040 1.4968
H16 -1.8071 -1.8624 1.7563
H17 -2.6917 -2.3692 -0.5223
H18 -1.1362 -1.5527 -0.6169
H19 -1.2104 -3.4883 -2.1744
H20 -1.5602 -4.5664 -0.8226
H21 0.8548 -4.6302 -1.3765
H22 0.9630 -2.8853 -1.1700
H23 0.2484 -4.9381 0.9808
H24 1.7667 -4.0424 0.8670
H25 0.1760 -3.0999 2.5796
H26 -1.9383 0.9845 0.7258
H27 -3.5093 2.6618 1.6022
H28 -2.7133 4.8134 2.4347
H29 -1.6355 6.9033 2.2504
H30 -1.4524 6.1945 3.8813

Output
calculated total energy = -1642.14619 Eh
energy above the lowest of the compared OMol25 structures with the same formula, charge and spin = 207.2 kJ/mol
M = 490.560 g mol⁻¹
charge = 0
SMILES string = COc1cccc(N(C(=O)CNC(=O)c2ccco2)[C@@H](C(=O)NC2CCCCC2)c2ccncc2)c1
HOMO level = -8.893 eV

***

[2]
Density functional theory data (ωB97M-V with the def2-TZVPD basis set) for a structure of composition C27H31BrClN6O6RuTe4 in a non-equilibrium geometry.

Atoms and positions in Å:
Ru1 1.4787 0.8632 -3.1827
C1 2.1111 4.5111 -1.6152
C2 3.1283 3.4177 -1.6284
N1 3.0456 2.2292 -2.2075
C3 4.2751 1.6221 -2.0221
C4 5.0944 2.4504 -1.3254
N2 4.3532 3.5731 -1.0867
C5 6.4936 2.3966 -0.8148
O1 7.2092 1.3643 -1.1754
O2 6.8893 3.3012 -0.1104
C6 4.5823 0.3049 -2.6294
O3 5.7599 -0.1151 -2.5755
O4 3.5943 -0.2422 -3.1638
H1 1.2864 4.2548 -2.2716
H2 2.5591 5.4415 -1.9685
H3 1.7173 4.6792 -0.6142
H4 4.7135 4.3580 -0.5643
H5 6.6560 0.7362 -1.7758
Te1 1.4058 3.0506 -4.8200
Te2 2.5336 0.8452 -5.7129
Te3 0.3045 -0.3400 -6.6790
Te4 -0.1777 -1.1534 -4.1474
O5 -3.7952 4.3873 -1.8061
C7 -2.7657 3.5441 -2.0298
C8 -2.5973 2.8325 -3.2066
C9 -1.5073 1.9964 -3.3158
N3 -0.5877 1.8280 -2.3507
C10 -0.7808 2.5262 -1.2334
Br1 0.4230 2.3167 0.2062
C11 -1.8405 3.3841 -1.0117
H6 -4.3670 4.4267 -2.5810
H7 -3.2977 2.9230 -4.0301
H8 -1.3446 1.4181 -4.2140
H9 -1.9554 3.9097 -0.0753
C12 0.8201 -3.5701 3.6047
C13 -0.5896 -3.7917 3.0315
C14 -0.7144 -5.2507 2.5684
C15 -1.5891 -3.5704 4.1762
C16 -0.8532 -2.7887 1.8490
O6 -0.5167 -1.4626 2.2408
C17 -2.3075 -2.8889 1.3657
C18 -2.8592 -1.7438 0.5030
C19 -3.2051 -0.4831 1.2606
C20 -2.3980 0.6492 1.2021
C21 -2.7208 1.8020 1.9033
C22 -3.8774 1.8267 2.6670
Cl1 -4.3003 3.2756 3.5390
C23 -4.7015 0.7180 2.7435
C24 -4.3570 -0.4300 2.0406
C25 0.1191 -3.1316 0.6930
N4 0.7547 -1.9894 0.0419
C26 0.3689 -1.2593 -0.9980
N5 1.3552 -0.4746 -1.3832
C27 2.3630 -0.7754 -0.5157
N6 2.0427 -1.6872 0.3683
H10 0.9423 -4.1805 4.5023
H11 0.9841 -2.5271 3.8733
H12 1.6140 -3.8559 2.9118
H13 -0.5526 -5.9153 3.4216
H14 0.0270 -5.5150 1.8096
H15 -1.7082 -5.4700 2.1682
H16 -1.2430 -4.1125 5.0585
H17 -2.5864 -3.9454 3.9437
H18 -1.6799 -2.5173 4.4663
H19 -1.0472 -1.2140 3.0059
H20 -2.9759 -2.9860 2.2234
H21 -2.3983 -3.8195 0.7982
H22 -3.7782 -2.1196 0.0477
H23 -2.1824 -1.4995 -0.3174
H24 -1.4807 0.6179 0.6216
H25 -2.0729 2.6709 1.8679
H26 -5.6022 0.7543 3.3427
H27 -5.0071 -1.2982 2.0996
H28 -0.3801 -3.7380 -0.0589
H29 0.9589 -3.6969 1.0694
H30 -0.6006 -1.3324 -1.4677
H31 3.3382 -0.3153 -0.5500

Output
calculated total energy = -6028.75427 Eh
2S+1 = 2
energy above the lowest of the compared OMol25 structures with the same formula, charge and spin = 130.3 kJ/mol
M = 1262.408 g mol⁻¹
charge = 0
HOMO level (spin up / spin down) = -7.055 / -7.053 eV

***

[3]
Density functional theory data (ωB97M-V with the def2-TZVPD basis set) for a structure of composition C27H31FeNO4 in a non-equilibrium geometry.

Atoms and positions in Å:
C1 -5.5111 -2.1024 4.5252
N1 -5.3976 -1.6961 3.1258
C2 -6.6443 -1.4994 2.3872
C3 -4.1169 -1.5280 2.4959
C4 -3.4876 -2.6040 1.8676
C5 -2.2622 -2.4398 1.2719
C6 -1.6375 -1.2015 1.2714
C7 -0.2753 -1.0461 0.6789
C8 0.7892 -1.3222 1.6701
C9 1.3258 -0.2469 2.4400
O1 0.8532 0.8804 2.2889
O2 2.3476 -0.5172 3.3216
C10 3.0326 -1.7717 3.0794
C11 3.9091 -1.6103 1.8319
C12 3.9023 -2.0762 4.3011
O3 2.1517 -2.9033 2.8714
C13 1.1373 -2.6732 1.9707
O4 0.5163 -3.5837 1.4200
C14 -2.2457 -0.1352 1.9165
C15 -3.4715 -0.2900 2.5150
H1 -4.5195 -2.2283 4.9533
H2 -6.0433 -1.3427 5.0934
H3 -6.0462 -3.0466 4.5999
H4 -6.4292 -1.2146 1.3603
H5 -7.2258 -2.4181 2.3778
H6 -7.2341 -0.7116 2.8494
H7 -3.9692 -3.5663 1.8736
H8 -1.7452 -3.2812 0.8418
H9 -0.1562 -1.7211 -0.1754
H10 -0.1524 -0.0301 0.2886
H11 3.2897 -1.3913 0.9651
H12 4.6085 -0.7864 1.9605
H13 4.4548 -2.5300 1.6293
H14 3.2680 -2.1871 5.1768
H15 4.4511 -3.0042 4.1537
H16 4.6016 -1.2626 4.4825
H17 -1.7203 0.8029 1.9767
H18 -3.9431 0.5352 3.0197
C16 2.8914 2.9957 -0.8388
C17 2.2113 1.8532 -1.4824
C18 2.4217 1.4872 -2.7807
C19 1.7489 0.3539 -3.5347
C20 2.1850 0.3822 -4.8577
C21 3.1667 1.5038 -5.0251
C22 3.3182 2.1588 -3.8058
Fe1 1.3074 2.2284 -4.3741
C23 0.2429 3.9629 -3.8128
C24 -0.5679 2.7808 -3.5964
C25 -0.7164 2.0999 -4.8691
C26 0.0056 2.8622 -5.8721
C27 0.5983 4.0143 -5.2176
H19 2.3504 3.3460 0.0433
H20 3.9019 2.7215 -0.5277
H21 2.9650 3.8389 -1.5274
H22 1.5568 1.2436 -0.8842
H23 1.0140 -0.3334 -3.1118
H24 1.8474 -0.2830 -5.6562
H25 3.7005 1.7516 -5.9477
H26 3.9861 3.0002 -3.6130
H27 0.4843 4.7174 -3.0617
H28 -1.0197 2.4777 -2.6493
H29 -1.2701 1.1734 -5.0391
H30 0.0887 2.6117 -6.9321
H31 1.1770 4.8019 -5.7036

Output
calculated total energy = -2666.74653 Eh
2S+1 = 5
M = 489.393 g mol⁻¹
charge = -2
HOMO level (spin up / spin down) = 1.335 / -0.631 eV